1.
Computed, not measured: a 9-piece molecular cluster, C48H98O9P overall in a non-equilibrium geometry, with the ωB97M-V functional and the def2-TZVPD basis.

Output
* E_LUMO: -2.68 eV
* E_HOMO: -10.4 eV
* charge: +1
* orbital gap: 7.7497 eV
* multiplicity: 1
* relative energy (zero: lowest compared OMol25 entry of this formula, charge and spin): 0.00 kJ/mol
* energy: -79072.2085 eV

Each line ends with the Löwdin charge.
Positions of all 156 atoms, in Å:
1 C -2.70833 -0.47433 3.00434  -0.10
2 C -3.98855 -1.31009 2.83765  -0.27
3 C -3.77623 -2.61327 2.07681  -0.21
4 C -3.17093 -2.40798 0.66631  -0.20
5 C -1.78815 -3.05474 0.45898  -0.22
6 C -1.82422 -4.29275 -0.44211  -0.21
7 C -0.50640 -5.08867 -0.38192  -0.20
8 C -0.04122 -5.66933 -1.71561  -0.21
9 C 0.51071 -4.69707 -2.75897  -0.21
10 C 1.74430 -3.91976 -2.31673  -0.19
11 C 2.28278 -2.97619 -3.40720  -0.19
12 C 2.92860 -1.69585 -2.86953  -0.20
13 C 1.94595 -0.64046 -2.36021  -0.23
14 C 1.18975 -0.03779 -3.56928  -0.33
15 P -0.18539 0.94730 -2.99008  1.10
16 C -1.42388 -0.15179 -2.27931  -0.27
17 C -2.79526 0.02388 -2.91546  -0.26
18 O -3.19181 1.10112 -3.31909  0.04
19 H -2.78925 0.14954 3.89401  0.07
20 H -1.85124 -1.13429 3.15922  0.07
21 H -2.51976 0.15950 2.13864  0.06
22 H -4.40103 -1.52488 3.82436  0.10
23 H -4.73910 -0.69567 2.33305  0.10
24 H -3.15961 -3.29469 2.66757  0.11
25 H -4.74876 -3.10026 1.96556  0.11
26 H -3.13048 -1.33295 0.48350  0.08
27 H -3.86084 -2.81351 -0.07646  0.10
28 H -1.09919 -2.32151 0.02124  0.09
29 H -1.36456 -3.35128 1.41865  0.11
30 H -2.06069 -4.02119 -1.47327  0.10
31 H -2.63585 -4.92683 -0.07595  0.12
32 H 0.27768 -4.43053 0.00003  0.10
33 H -0.61599 -5.91230 0.32193  0.11
34 H 0.76386 -6.38081 -1.50272  0.11
35 H -0.84527 -6.24838 -2.17730  0.11
36 H 0.81171 -5.30987 -3.61475  0.11
37 H -0.25309 -4.00953 -3.14201  0.10
38 H 2.53909 -4.63748 -2.10775  0.12
39 H 1.54278 -3.35386 -1.40241  0.10
40 H 1.51698 -2.75073 -4.15584  0.10
41 H 3.05625 -3.51874 -3.94792  0.09
42 H 3.60977 -1.98931 -2.06856  0.12
43 H 3.51440 -1.22793 -3.66472  0.10
44 H 1.27140 -1.05033 -1.60393  0.10
45 H 2.51264 0.17433 -1.90179  0.12
46 H 1.88740 0.57555 -4.13569  0.11
47 H 0.77305 -0.84019 -4.17823  0.09
48 H 0.28371 1.80328 -1.98818  0.05
49 H -0.73639 1.76908 -3.97305  0.05
50 H -1.08437 -1.18656 -2.36658  0.09
51 H -1.50110 0.06433 -1.21076  0.11
52 H -3.39814 -0.89165 -3.01044  0.14
53 C -1.60432 5.88176 -1.77400  -0.15
54 C -0.45222 6.37655 -0.90085  -0.15
55 C 0.03277 5.08422 -0.26310  -0.19
56 O -0.21235 4.04946 -1.23149  -0.19
57 C -1.05892 4.55291 -2.27129  -0.23
58 H -1.85996 6.55987 -2.58555  0.12
59 H -2.49909 5.71928 -1.16959  0.12
60 H 0.33125 6.81699 -1.51862  0.10
61 H -0.75256 7.11617 -0.16182  0.12
62 H -0.52671 4.84878 0.64719  0.12
63 H 1.09478 5.09775 -0.02203  0.10
64 H -0.45432 4.68416 -3.17752  0.12
65 H -1.84351 3.81832 -2.47476  0.10
66 C -8.53723 -0.10470 6.10680  -0.16
67 C -8.64343 -0.28452 4.59564  -0.16
68 C -7.21370 -0.00378 4.15539  -0.21
69 O -6.36405 -0.42328 5.22547  -0.15
70 C -7.15934 -0.67734 6.39497  -0.19
71 H -9.32590 -0.60351 6.66731  0.11
72 H -8.55895 0.95839 6.36047  0.11
73 H -8.91858 -1.31328 4.35282  0.11
74 H -9.36625 0.38107 4.12489  0.11
75 H -7.04681 1.06807 3.99772  0.10
76 H -6.93973 -0.53602 3.24293  0.10
77 H -7.20134 -1.75934 6.56239  0.12
78 H -6.68582 -0.20431 7.25360  0.10
79 C 7.84845 0.81153 -4.04630  -0.16
80 C 7.86663 -0.11654 -2.83396  -0.16
81 C 6.38831 -0.43045 -2.66281  -0.21
82 O 5.81716 -0.39821 -3.97662  -0.17
83 C 6.75051 0.18626 -4.89375  -0.20
84 H 8.80172 0.86383 -4.56919  0.12
85 H 7.56690 1.82409 -3.74677  0.11
86 H 8.41798 -1.02799 -3.06766  0.09
87 H 8.30647 0.33413 -1.94563  0.12
88 H 5.88591 0.32161 -2.04172  0.11
89 H 6.21276 -1.41445 -2.22524  0.11
90 H 7.14986 -0.60554 -5.53508  0.10
91 H 6.22682 0.90846 -5.52143  0.12
92 C -6.74088 1.35846 11.68139  -0.17
93 C -6.20348 2.61302 10.99606  -0.17
94 C -5.73678 2.05837 9.65760  -0.19
95 O -6.60520 0.96000 9.35786  -0.16
96 C -7.37705 0.61977 10.51218  -0.20
97 H -7.44891 1.56473 12.48225  0.11
98 H -5.91718 0.77330 12.09590  0.11
99 H -7.00973 3.33407 10.84542  0.11
100 H -5.40467 3.10604 11.54735  0.11
101 H -4.70820 1.68625 9.71818  0.12
102 H -5.79676 2.78770 8.84868  0.11
103 H -8.41119 0.94485 10.35351  0.12
104 H -7.37043 -0.46376 10.63658  0.12
105 C 10.30434 -4.92490 -4.79480  -0.17
106 C 9.86493 -4.14014 -6.02841  -0.16
107 C 9.03161 -3.02944 -5.40484  -0.21
108 O 9.60262 -2.77119 -4.11939  -0.16
109 C 10.53355 -3.80825 -3.78627  -0.19
110 H 11.19247 -5.53289 -4.95574  0.11
111 H 9.49809 -5.58051 -4.45789  0.11
112 H 10.73513 -3.72002 -6.53649  0.12
113 H 9.30357 -4.73245 -6.74923  0.11
114 H 7.98838 -3.34101 -5.27097  0.11
115 H 9.04488 -2.10856 -5.98997  0.11
116 H 11.54864 -3.40621 -3.86138  0.12
117 H 10.36037 -4.12051 -2.75640  0.12
118 C -8.10049 5.17955 4.94305  -0.17
119 C -7.42150 3.88722 4.49804  -0.18
120 C -6.23132 3.81531 5.44548  -0.20
121 O -6.65123 4.43912 6.65988  -0.15
122 C -7.88683 5.12858 6.45116  -0.20
123 H -9.15252 5.24092 4.66985  0.11
124 H -7.58545 6.04233 4.51500  0.11
125 H -8.08736 3.03737 4.66880  0.10
126 H -7.12753 3.88414 3.44904  0.11
127 H -5.37246 4.36597 5.04489  0.12
128 H -5.91715 2.79206 5.66020  0.11
129 H -8.68855 4.56932 6.94542  0.12
130 H -7.82294 6.11650 6.90752  0.12
131 C 4.77291 6.90681 -1.58784  -0.17
132 C 4.69624 7.94608 -0.47199  -0.17
133 C 3.50152 8.77937 -0.91258  -0.19
134 O 2.62059 7.88430 -1.60358  -0.16
135 C 3.29890 6.65574 -1.87249  -0.21
136 H 5.30724 6.00035 -1.30749  0.11
137 H 5.26074 7.33312 -2.46666  0.12
138 H 4.48933 7.46006 0.48402  0.11
139 H 5.60256 8.53843 -0.36311  0.11
140 H 3.80424 9.57413 -1.60111  0.12
141 H 2.96262 9.23034 -0.07953  0.12
142 H 2.89899 5.87700 -1.21273  0.10
143 H 3.10669 6.36444 -2.90659  0.12
144 C 4.05984 -6.71880 -7.03010  -0.16
145 C 5.30365 -6.33074 -6.23373  -0.17
146 C 4.74522 -5.28225 -5.28264  -0.21
147 O 3.38429 -5.65189 -5.03179  -0.17
148 C 2.98073 -6.66785 -5.95802  -0.20
149 H 4.13149 -7.69475 -7.50610  0.11
150 H 3.86094 -5.97486 -7.80449  0.12
151 H 5.67504 -7.19086 -5.67296  0.12
152 H 6.11652 -5.94832 -6.84894  0.11
153 H 4.76219 -4.28452 -5.73696  0.12
154 H 5.28136 -5.23842 -4.33319  0.12
155 H 2.90579 -7.62046 -5.42398  0.12
156 H 1.99665 -6.41453 -6.35385  0.12



2.
Computed, not measured: a 8-piece molecular cluster, C49H113N9O8 overall in a non-equilibrium geometry, with the ωB97M-V functional and the def2-TZVPD basis.

Output
* E_LUMO: 0.32 eV
* SMILES: CC1(C)CCCC(C)(C)N1O.CC1(C)CCCC(C)(C)N1O.CC1(C)CCCC(C)(C)N1O.CC1(C)CCCC(C)(C)N1O.COC[C@H](C)N.COC[C@H](C)N.COC[C@H](C)N.NC(N)=O
* E_HOMO: -7.7 eV
* orbital gap: 8.0333 eV
* multiplicity: 1
* relative energy (zero: lowest compared OMol25 entry of this formula, charge and spin): 0.00 kJ/mol
* energy: -82431.5940 eV

Each line ends with the Löwdin charge.
Positions of all 179 atoms, in Å:
1 C 3.81396 2.02224 -2.04430  -0.04
2 C 3.74897 1.81809 -3.54396  -0.54
3 C 3.77858 3.21804 -4.19496  -0.13
4 C 4.11459 3.13585 -5.68620  -0.18
5 C 5.43519 2.42571 -5.92539  -0.14
6 C 5.47537 1.01415 -5.32420  -0.53
7 N 4.90354 1.07720 -3.99078  -0.09
8 O 4.99926 -0.17888 -3.32612  -0.01
9 C 4.78263 0.03343 -6.28040  -0.02
10 C 6.95785 0.64706 -5.19253  -0.04
11 C 2.41380 1.18239 -3.91246  -0.03
12 H 3.10776 2.79973 -1.75866  0.10
13 H 4.83421 2.32740 -1.79086  0.09
14 H 3.61232 1.10925 -1.48457  0.06
15 H 2.75218 3.59637 -4.16487  0.12
16 H 4.39357 3.89627 -3.60238  0.12
17 H 4.23526 4.17058 -6.02996  0.11
18 H 3.26679 2.72456 -6.23301  0.11
19 H 6.22717 3.03844 -5.49351  0.12
20 H 5.56849 2.36331 -7.00825  0.12
21 H 5.34946 -0.01548 -7.21084  0.08
22 H 4.69130 -0.97415 -5.87319  0.08
23 H 3.76654 0.37353 -6.49487  0.07
24 H 7.07797 -0.28891 -4.65100  0.08
25 H 7.42928 0.66221 -6.17448  0.09
26 H 7.46240 1.41747 -4.60136  0.08
27 H 1.56148 1.78736 -3.58353  0.08
28 H 2.27682 0.19209 -3.46912  0.08
29 H 2.27414 1.07417 -4.99114  0.07
30 H 5.54629 0.01112 -2.55646  0.09
31 C -5.24576 1.82376 0.13982  -0.03
32 C -4.93322 2.97897 -0.79721  -0.55
33 C -3.97472 3.89064 -0.04517  -0.15
34 C -3.36962 4.98985 -0.90221  -0.18
35 C -2.58585 4.41760 -2.07682  -0.12
36 C -3.29954 3.26926 -2.81557  -0.50
37 N -4.16741 2.49768 -1.92277  -0.10
38 O -4.77231 1.37788 -2.55497  -0.04
39 C -4.10964 3.83602 -4.00016  -0.03
40 C -2.23561 2.30706 -3.35457  -0.04
41 C -6.18568 3.75597 -1.17362  -0.02
42 H -6.01208 1.19136 -0.32075  0.08
43 H -5.73753 2.19216 1.04108  0.09
44 H -4.33181 1.25979 0.28515  0.07
45 H -4.51325 4.39999 0.75976  0.12
46 H -3.16435 3.34300 0.44909  0.12
47 H -2.80441 5.66664 -0.25625  0.11
48 H -4.15931 5.62927 -1.31240  0.10
49 H -1.56714 4.15525 -1.78451  0.11
50 H -2.51917 5.21889 -2.81885  0.11
51 H -3.38785 4.21897 -4.73297  0.08
52 H -4.63142 3.04063 -4.53439  0.08
53 H -4.79875 4.62083 -3.69722  0.08
54 H -1.49092 2.85094 -3.94034  0.09
55 H -1.73208 1.80629 -2.52676  0.07
56 H -2.71751 1.56251 -3.98921  0.06
57 H -6.80455 3.95358 -0.29700  0.09
58 H -6.77464 3.22109 -1.92738  0.09
59 H -5.96491 4.68613 -1.70091  0.06
60 H -4.20251 0.63403 -2.29584  0.06
61 C 1.58899 -0.70707 2.80861  -0.02
62 C 0.53584 -1.63467 2.20375  -0.53
63 C -0.85710 -1.35605 2.72584  -0.12
64 C -1.43785 -0.08179 2.08559  -0.17
65 C -1.34850 -0.02533 0.54291  -0.11
66 C 0.01357 -0.48139 0.00299  -0.48
67 N 0.48969 -1.63743 0.76510  -0.10
68 O 1.60879 -2.25347 0.17533  -0.04
69 C -0.10325 -0.94786 -1.46113  -0.03
70 C 1.00849 0.68943 -0.01676  -0.03
71 C 0.93223 -3.03800 2.67205  -0.04
72 H 1.20257 0.30945 2.87182  0.07
73 H 2.50017 -0.75165 2.21188  0.06
74 H 1.93911 -1.05911 3.78193  0.08
75 H -1.55477 -2.16783 2.52263  0.13
76 H -0.80787 -1.12284 3.79252  0.10
77 H -0.99387 0.84452 2.47454  0.09
78 H -2.46051 0.02165 2.46518  0.10
79 H -1.45547 1.04859 0.33812  0.11
80 H -2.22147 -0.44909 0.03794  0.11
81 H 0.88084 -1.19634 -1.85599  0.08
82 H -0.73732 -1.83159 -1.54985  0.05
83 H -0.52194 -0.11965 -2.03624  0.07
84 H 0.88363 1.38546 -0.84694  0.08
85 H 1.10448 1.25543 0.91276  0.08
86 H 2.00902 0.25202 -0.13278  0.06
87 H 1.88989 -3.34196 2.24216  0.06
88 H 0.31617 -3.83740 2.23617  0.08
89 H 0.89347 -3.06277 3.75791  0.09
90 H 1.20545 -3.00657 -0.28900  0.04
91 C -2.10427 1.29592 7.37603  -0.03
92 C -1.64486 2.01979 6.09888  -0.52
93 C -2.69808 1.96252 5.00700  -0.13
94 C -3.82807 2.96049 5.20733  -0.19
95 C -3.30323 4.37977 5.27356  -0.14
96 C -2.18476 4.56905 6.30291  -0.51
97 N -1.28419 3.41016 6.32002  -0.11
98 O -0.29745 3.57087 7.31721  -0.02
99 C -1.36183 5.79121 5.94674  -0.04
100 C -2.84252 4.69844 7.70440  -0.02
101 C -0.38265 1.31190 5.60111  -0.04
102 H -3.14605 1.46984 7.64581  0.07
103 H -1.47068 1.63519 8.20223  0.08
104 H -1.90835 0.22185 7.33914  0.08
105 H -2.22707 2.19629 4.05024  0.11
106 H -3.19069 0.98725 5.03156  0.13
107 H -4.50734 2.73321 6.03713  0.11
108 H -4.50891 2.88333 4.35222  0.11
109 H -4.11015 5.06829 5.53191  0.12
110 H -3.01865 4.65601 4.25191  0.12
111 H -0.50617 5.91747 6.60942  0.08
112 H -0.92660 5.62633 4.95478  0.09
113 H -1.93266 6.71909 5.90684  0.09
114 H -3.72797 5.34023 7.65941  0.08
115 H -3.18026 3.74638 8.10864  0.07
116 H -2.14014 5.15378 8.40333  0.08
117 H -0.03074 1.78190 4.67466  0.08
118 H -0.55921 0.26777 5.33588  0.07
119 H 0.41910 1.35525 6.33782  0.08
120 H 0.52745 3.57829 6.81921  0.11
121 C 5.43450 1.65914 1.17485  -0.68
122 O 5.21230 2.82250 1.46076  0.03
123 N 4.51977 0.64113 1.32579  0.16
124 N 6.64851 1.27167 0.64118  0.14
125 H 3.62741 0.77688 1.75843  0.07
126 H 4.86450 -0.30269 1.28736  0.10
127 H 7.33892 1.99724 0.61848  0.10
128 H 6.78081 0.42088 0.13166  0.08
129 C -1.10581 -4.77269 -0.69898  -0.06
130 C -0.01645 -5.56782 -1.35705  -0.41
131 C -0.31141 -5.89740 -2.79285  -0.23
132 O -1.31004 -6.88187 -2.84986  -0.18
133 C -1.66374 -7.25921 -4.16805  -0.09
134 N 1.25119 -4.79504 -1.24368  0.05
135 H -0.87421 -4.52467 0.34120  0.07
136 H -2.07769 -5.27661 -0.72035  0.08
137 H -1.31128 -3.77329 -1.11063  0.05
138 H 0.10112 -6.50415 -0.80857  0.15
139 H 0.61862 -6.16914 -3.31061  0.13
140 H -0.73211 -4.99386 -3.27161  0.12
141 H -2.73085 -7.45849 -4.14568  0.09
142 H -1.11359 -8.15669 -4.46998  0.09
143 H -1.39440 -6.47302 -4.87922  0.09
144 H 1.34362 -4.17035 -2.04664  0.09
145 H 2.01673 -5.45474 -1.37132  0.09
146 C -4.98923 -1.56370 -4.42209  -0.04
147 C -4.05424 -2.05435 -3.34118  -0.40
148 C -3.29524 -3.34380 -3.66000  -0.22
149 O -4.07983 -4.37622 -4.19349  -0.18
150 C -4.94417 -4.94785 -3.25683  -0.11
151 N -3.06390 -0.96909 -3.03351  0.05
152 H -4.45545 -1.14703 -5.28252  0.09
153 H -5.70932 -0.83994 -4.04624  0.08
154 H -5.55966 -2.39607 -4.84683  0.08
155 H -4.58296 -2.14657 -2.38491  0.14
156 H -2.79869 -3.69478 -2.73971  0.10
157 H -2.50777 -3.10709 -4.38148  0.13
158 H -5.31390 -5.90214 -3.61903  0.09
159 H -5.80671 -4.30697 -3.02218  0.09
160 H -4.42475 -5.09662 -2.29584  0.09
161 H -2.25554 -1.33355 -2.53491  0.03
162 H -2.72895 -0.62563 -3.93103  0.07
163 C 3.20509 -6.12250 2.56153  -0.06
164 C 4.45741 -5.30779 2.82808  -0.43
165 C 4.33660 -4.28731 3.94045  -0.23
166 O 5.19572 -3.21660 3.64587  -0.18
167 C 5.20262 -2.25052 4.66408  -0.12
168 N 5.64587 -6.17442 2.97917  0.03
169 H 2.75054 -6.46627 3.49250  0.08
170 H 3.49601 -7.00368 1.99246  0.07
171 H 2.52151 -5.53854 1.94602  0.06
172 H 4.71135 -4.72718 1.93446  0.14
173 H 4.61939 -4.76781 4.88737  0.13
174 H 3.29889 -3.93202 3.99301  0.11
175 H 5.27208 -2.68573 5.66662  0.09
176 H 4.34128 -1.57453 4.58859  0.08
177 H 6.09054 -1.62131 4.55215  0.09
178 H 6.47151 -5.64937 2.72125  0.07
179 H 5.74845 -6.44193 3.95346  0.07